1.
{"formula": "C30H60AsF6O30Rb", "method": "wB97M-V/def2-TZVPD", "species": ["Rb", "As", "F", "F", "F", "F", "F", "F", "C", "O", "C", "O", "O", "C", "H", "H", "H", "H", "H", "H", "C", "O", "C", "O", "O", "C", "H", "H", "H", "H", "H", "H", "C", "O", "C", "O", "O", "C", "H", "H", "H", "H", "H", "H", "C", "O", "C", "O", "O", "C", "H", "H", "H", "H", "H", "H", "C", "O", "C", "O", "O", "C", "H", "H", "H", "H", "H", "H", "C", "O", "C", "O", "O", "C", "H", "H", "H", "H", "H", "H", "C", "O", "C", "O", "O", "C", "H", "H", "H", "H", "H", "H", "C", "O", "C", "O", "O", "C", "H", "H", "H", "H", "H", "H", "C", "O", "C", "O", "O", "C", "H", "H", "H", "H", "H", "H", "C", "O", "C", "O", "O", "C", "H", "H", "H", "H", "H", "H"], "coordinates": [[-0.24771, 0.77354, 0.51982], [-0.61091, -1.02499, 3.96721], [-1.50334, 0.08959, 5.02821], [0.65805, -1.38833, 5.18149], [0.31472, -2.00993, 2.77342], [-1.73884, -0.86947, 2.66836], [0.23430, 0.44150, 3.34093], [-1.68300, -2.43236, 4.47024], [0.38639, 4.24178, 4.30940], [0.60932, 5.11251, 3.22427], [1.79925, 5.28097, 2.68329], [2.89588, 4.82072, 3.05392], [1.57851, 6.02918, 1.49079], [2.74243, 6.37582, 0.73075], [0.53863, 3.20635, 4.00476], [-0.61422, 4.42388, 4.70147], [1.11674, 4.41655, 5.09944], [3.13005, 7.35502, 1.01185], [2.53656, 6.49172, -0.33334], [3.48942, 5.58657, 0.81548], [8.03427, 0.96182, 1.72557], [6.79471, 1.55249, 1.87235], [5.69782, 0.96834, 2.29670], [5.59879, -0.13209, 2.81417], [4.75370, 1.94665, 2.12052], [3.39137, 1.60976, 2.41665], [8.23394, 0.21474, 2.49376], [8.67566, 1.83984, 1.80168], [8.10396, 0.38370, 0.80415], [3.27895, 1.18800, 3.41544], [3.15011, 0.73097, 1.81862], [2.66037, 2.36589, 2.13032], [0.85645, 1.40002, -3.60252], [1.80827, 0.33639, -3.60505], [2.32641, -0.15000, -2.46466], [2.04028, 0.15741, -1.29031], [3.32176, -0.96327, -2.72234], [4.16146, -1.37576, -1.64004], [0.33423, 1.51752, -2.65301], [0.13998, 1.16198, -4.38873], [1.38174, 2.32665, -3.83391], [4.74729, -0.51381, -1.32074], [4.77790, -2.22500, -1.93479], [3.63056, -1.66509, -0.73311], [-8.99939, -1.22323, 4.08314], [-7.58683, -1.45654, 3.98117], [-6.83513, -1.46532, 2.88273], [-7.28666, -1.39435, 1.73743], [-5.61704, -1.85769, 3.20266], [-4.77115, -2.40694, 2.15038], [-9.65669, -1.74274, 3.38589], [-9.11845, -0.16100, 3.86960], [-9.41038, -1.59949, 5.01995], [-4.82874, -3.49156, 2.24206], [-3.71054, -2.18479, 2.26809], [-4.97124, -2.00590, 1.15679], [-4.16270, 1.05800, -0.25491], [-3.25343, 1.77976, -1.13918], [-2.89229, 1.37639, -2.31517], [-2.35313, 2.12084, -3.10731], [-3.06749, 0.03082, -2.47888], [-2.92465, -0.52236, -3.74656], [-4.57372, 1.74850, 0.48154], [-3.55496, 0.27346, 0.19592], [-4.94574, 0.62218, -0.87541], [-3.31502, -1.53092, -3.61055], [-1.85958, -0.61577, -3.95873], [-3.45457, 0.10972, -4.45912], [0.44390, -2.97540, -2.77333], [1.04517, -3.06759, -4.10306], [0.66712, -4.10917, -4.94465], [-0.17203, -4.94578, -4.68838], [1.42393, -4.14379, -6.06133], [1.32677, -5.20457, -7.07142], [-0.20481, -3.81055, -2.50909], [-0.06914, -2.03523, -2.57090], [1.26166, -3.02212, -2.05417], [1.46206, -4.65431, -8.00256], [0.35959, -5.70594, -7.10736], [2.12565, -5.91985, -6.87583], [2.70200, -3.39563, 1.29921], [2.02038, -3.93674, 0.10336], [2.46787, -5.03792, -0.64552], [1.78838, -5.63004, -1.42505], [3.69089, -5.27575, -0.33654], [4.35660, -6.43805, -0.90008], [3.75840, -3.66404, 1.30958], [2.15877, -3.64117, 2.21174], [2.62171, -2.32090, 1.46231], [4.07334, -6.41110, -1.95229], [3.99470, -7.37579, -0.47846], [5.42421, -6.63300, -0.79868], [3.80023, 2.94785, -1.09775], [3.02710, 3.96517, -1.69900], [1.69910, 4.00966, -1.68666], [0.98842, 3.14526, -1.21819], [1.35112, 5.09398, -2.31966], [0.09044, 5.19403, -2.96215], [4.85100, 3.23445, -1.14059], [3.64929, 2.00773, -1.62830], [3.43391, 2.93766, -0.07119], [0.13584, 5.98595, -3.70975], [-0.73879, 5.40539, -2.28701], [-0.12599, 4.24222, -3.44726], [-1.80657, 5.06928, -0.15333], [-2.38158, 4.98908, 1.15593], [-2.19802, 3.91030, 1.98910], [-1.40410, 2.94058, 1.84333], [-3.07926, 3.97480, 2.94918], [-3.15856, 2.99610, 3.90356], [-2.14415, 5.92883, -0.73238], [-1.95078, 4.12108, -0.67122], [-0.74975, 5.04905, 0.11281], [-4.17804, 2.61433, 3.95852], [-2.94617, 3.55597, 4.81434], [-2.35835, 2.26166, 3.81206], [-1.16865, -4.56212, 0.37967], [-2.37440, -3.90323, -0.04632], [-2.43664, -2.64018, -0.33370], [-1.44459, -1.89063, -0.21683], [-3.63250, -2.19035, -0.74226], [-4.57525, -3.00496, -1.40535], [-1.39767, -5.56379, 0.74342], [-0.67543, -3.97685, 1.15576], [-0.52242, -4.64000, -0.49464], [-5.27683, -2.51346, -2.07937], [-5.21144, -3.54513, -0.70422], [-4.20034, -3.81414, -2.03208]], "atomic_forces_ev_per_a": [[0.08, -0.23, 0.00], [0.18, -1.36, 0.86], [0.74, -1.10, -0.76], [-1.63, 0.61, -1.30], [-0.34, 0.52, 1.10], [-0.58, 0.84, -0.35], [-0.15, -0.94, 0.43], [1.83, 1.66, -0.25], [1.00, -0.70, 0.89], [-0.22, 0.93, -0.91], [2.30, -0.51, -1.20], [-3.25, 1.45, -0.98], [0.35, -1.02, 1.73], [0.51, -0.10, -0.07], [-0.37, -0.04, -0.13], [0.11, -0.01, -0.33], [-0.02, 0.21, 0.06], [0.13, -0.17, 0.53], [-0.78, -0.34, 0.11], [0.15, 0.23, 0.23], [0.71, -0.96, 0.53], [-0.90, 1.06, -0.60], [-0.83, -0.14, 1.06], [-0.27, 1.48, -1.08], [-0.15, -0.63, 0.24], [-0.01, -2.14, -0.26], [0.07, 0.27, 0.41], [0.60, -0.63, -0.31], [0.10, 0.48, -0.39], [-0.03, 0.79, 0.32], [-0.13, -0.12, -0.39], [0.74, 0.45, 0.41], [-0.42, -0.10, 0.18], [0.74, -1.02, 0.80], [-0.34, 1.40, 2.40], [-0.34, -0.28, -2.42], [0.27, -0.78, -0.99], [-0.08, 0.29, 0.99], [0.20, -0.18, -0.13], [0.10, 0.11, 0.05], [-0.01, -0.03, -0.05], [0.36, -0.08, -0.23], [-0.11, 0.36, -0.46], [-0.53, -0.09, -0.32], [-0.12, 0.52, -1.38], [0.38, -0.35, 1.39], [-2.18, -1.88, -2.44], [0.74, 0.68, 1.55], [1.13, 0.43, -0.04], [0.27, 0.07, -0.10], [0.73, -0.26, -0.77], [-0.50, 0.01, 0.60], [0.90, 0.58, 0.44], [-0.39, 0.03, -0.39], [-0.17, 0.48, 1.01], [-0.79, -0.27, 0.29], [0.66, -0.65, -0.85], [-0.73, 1.24, 1.66], [1.00, -1.14, -1.39], [-0.44, -0.68, 0.16], [-0.59, 1.92, 1.80], [0.54, -0.32, -0.27], [0.29, 0.09, -0.27], [-0.42, -0.08, 0.26], [-0.05, -0.05, 0.29], [-0.22, 0.10, -0.56], [-0.01, 0.13, -0.48], [0.12, -0.44, -0.34], [0.57, -0.59, 0.23], [-0.69, -0.97, -1.23], [-0.16, -0.94, 0.94], [0.37, 0.93, -0.07], [0.01, 0.79, 0.55], [-0.33, 0.83, 0.71], [-0.04, -0.01, -0.59], [-0.08, 0.09, -0.72], [0.10, 0.04, -0.18], [0.23, -0.29, 0.04], [0.01, 0.15, 0.42], [-0.08, 0.09, -0.12], [0.07, -0.38, 0.10], [-0.05, -0.29, -0.41], [-1.30, 1.85, 1.68], [-0.50, 0.19, -0.22], [3.90, -1.04, 1.12], [-1.41, -0.97, -1.17], [-0.29, -0.18, 0.12], [0.07, -1.16, -0.18], [-0.12, 0.35, -1.49], [0.32, -0.36, -0.05], [-0.82, 0.24, 0.15], [0.18, 1.76, 0.42], [-0.82, -0.19, 0.71], [0.40, 1.52, -1.17], [0.65, -1.97, 0.59], [-0.14, 0.64, 0.09], [0.00, 1.49, -0.46], [-0.81, -0.62, -0.19], [-0.25, 0.21, -0.02], [-0.04, -0.02, 0.33], [0.52, -0.78, 0.15], [0.33, -0.08, 0.18], [0.33, 0.01, 0.14], [-0.13, 0.05, -0.09], [1.70, -1.88, 1.17], [-1.22, -0.84, 1.68], [1.57, -1.75, -2.34], [-1.83, 3.10, -0.14], [-0.30, 2.20, -2.07], [0.71, -0.67, 2.26], [-0.17, -0.04, 0.67], [-0.44, 0.12, -0.29], [0.41, 0.69, -0.94], [0.24, -0.26, -0.19], [-0.26, -0.42, 0.51], [-0.45, -0.33, -0.21], [0.79, 0.61, -0.29], [-1.79, -1.40, 0.02], [3.17, 1.70, 0.27], [-2.51, -0.91, -0.44], [0.52, 0.40, -0.46], [-1.15, -2.08, -0.10], [-0.46, 0.29, -0.12], [-0.06, 0.03, -0.07], [0.13, -0.04, 0.22], [0.48, 1.12, 0.36], [0.04, 0.22, 0.41], [0.97, 0.17, 0.11]], "spin_multiplicity": 1, "relative_energy_ev": 3.529, "orbital_gap_ev": 10.63, "e_lumo_ev": 0.2, "max_force_ha_per_bohr": 0.0815}

2.
{"formula": "CH2F3OPS", "method": "wB97M-V/def2-TZVPD", "species": ["C", "O", "F", "F", "F", "P", "S", "H", "H"], "coordinates": [[-1.69898, 0.43196, -0.18455], [1.47861, -1.59930, -1.60363], [-0.96300, 1.36393, -0.75496], [-2.19828, 0.77923, 1.02531], [-2.77851, 0.06827, -1.00528], [1.25501, 0.42809, 0.52909], [0.85921, -1.49728, -0.29314], [2.79480, 0.34703, 0.56154], [1.25113, -0.32193, 1.72562]], "atomic_forces_ev_per_a": [[-2.55, -0.51, -0.56], [0.70, -0.16, -1.96], [-1.15, -0.08, 0.18], [0.90, -0.12, -1.50], [2.28, 0.76, 1.48], [2.74, 0.08, 0.77], [-0.83, -0.18, 1.38], [-1.84, -0.09, -0.26], [-0.25, 0.29, 0.48]], "spin_multiplicity": 1, "relative_energy_ev": 4.181, "orbital_gap_ev": [7.58, 8.50], "e_lumo_ev": [-1.3, -1.3], "max_force_ha_per_bohr": 0.0555}

3.
{"formula": "C5H10NO7Rb", "method": "wB97M-V/def2-TZVPD", "species": ["Rb", "C", "C", "O", "N", "H", "H", "C", "H", "H", "H", "H", "H", "H", "O", "C", "O", "O", "H", "O", "C", "O", "O", "H"], "coordinates": [[-0.51423, 1.14214, 0.20009], [3.08438, 0.39727, 0.29001], [2.56351, -0.94872, -0.18130], [2.85891, -1.98825, 0.39705], [1.53115, -0.92625, -1.25535], [1.30996, 0.03342, -1.47939], [1.94056, -1.41534, -2.03847], [0.18373, -1.52685, -0.88542], [3.42442, 1.03750, -0.52397], [3.89796, 0.07019, 0.93747], [2.39108, 0.96739, 0.90841], [-0.25996, -0.82631, -0.17797], [0.23745, -2.44389, -0.29871], [-0.34366, -1.58453, -1.83760], [-3.00480, 2.70238, 2.56180], [-2.21717, 1.94652, 1.76072], [-2.56631, 0.81371, 1.41112], [-1.08281, 2.40153, 1.56810], [-2.32701, 3.25039, 2.96416], [-1.69846, -1.44050, -0.61444], [-2.18913, -0.32016, -1.07418], [-3.39639, 0.00542, -0.85474], [-1.40255, 0.46343, -1.67597], [-2.42062, -1.81050, -0.10141]], "atomic_forces_ev_per_a": [[7.56, -3.17, -4.00], [0.47, -0.87, -0.14], [0.37, -1.28, 2.81], [-1.02, 2.30, -2.29], [1.67, -0.84, 0.76], [-0.04, 0.40, -0.65], [0.00, -0.04, -0.65], [1.76, -0.17, 0.36], [0.07, -0.06, 0.00], [0.19, 0.57, -0.07], [-0.33, -0.22, -0.11], [2.35, -1.04, -1.02], [0.77, -0.23, -0.66], [0.99, 0.00, 0.22], [-0.78, -0.11, 0.20], [-1.50, -1.48, 2.10], [-1.26, 0.44, 0.88], [-1.27, 8.06, 6.63], [-0.21, 0.69, 0.14], [-4.75, -3.58, 2.11], [-6.27, 5.39, -2.71], [2.32, -2.23, -0.46], [-0.36, -2.27, -3.72], [-0.71, -0.27, 0.28]], "spin_multiplicity": 1, "relative_energy_ev": 7.331, "orbital_gap_ev": 6.60, "e_lumo_ev": -1.3, "max_force_ha_per_bohr": 0.2045}

4.
{"formula": "C5H24O7S2", "method": "wB97M-V/def2-TZVPD", "species": ["C", "C", "S", "S", "C", "C", "C", "O", "H", "H", "H", "H", "H", "H", "H", "H", "H", "H", "H", "H", "O", "H", "H", "O", "H", "H", "O", "H", "H", "O", "H", "H", "O", "H", "H", "O", "H", "H"], "coordinates": [[-3.37519, -1.42543, -2.74703], [-2.71412, -2.52150, -1.93595], [-3.27382, -2.52385, -0.22805], [-2.67426, -0.68531, 0.68497], [-0.97118, -0.64874, 1.40140], [0.16899, -1.15311, 0.51552], [1.57067, -0.64077, 1.04981], [1.57895, -0.70215, 2.46799], [-2.96768, -0.47899, -2.37138], [-4.40624, -1.27895, -2.55073], [-3.21970, -1.51522, -3.82514], [-2.89734, -3.48618, -2.46050], [-1.61765, -2.48740, -2.11907], [-0.97447, -1.18214, 2.39679], [-0.86513, 0.45076, 1.68395], [0.07993, -0.99258, -0.54419], [0.17930, -2.27717, 0.62395], [2.25714, -1.36779, 0.57385], [1.75274, 0.34953, 0.72739], [2.35017, -1.24865, 2.63180], [1.75683, 0.40032, -2.52959], [1.50782, -0.01376, -3.36985], [1.79878, 1.36907, -2.51539], [3.99314, -0.26732, -1.19213], [3.13020, -0.33524, -1.60592], [4.78278, -0.50496, -1.66122], [1.64903, 3.07960, -3.00110], [1.89270, 3.33214, -2.09899], [0.69974, 3.22249, -2.98858], [-0.27117, 1.47326, 5.00452], [-0.26142, 2.34229, 4.59535], [0.14524, 1.00315, 4.25153], [-2.88252, 1.64177, 3.73128], [-2.83378, 1.54973, 2.76871], [-3.73824, 1.20739, 3.78719], [2.62687, 2.35126, 0.12859], [2.65541, 1.38155, 0.03123], [3.36745, 2.58290, 0.68897]], "atomic_forces_ev_per_a": [[1.07, 1.07, 0.20], [0.70, -0.30, -1.81], [0.91, 0.27, 1.03], [-0.15, -0.38, -0.77], [-0.24, 0.13, 0.90], [0.77, -1.05, 1.59], [-2.02, -2.30, -1.03], [0.66, -0.26, -0.34], [0.23, 0.05, -0.47], [-1.23, -0.53, 0.13], [0.14, 0.01, 0.15], [-0.61, 0.11, 1.09], [-0.42, 0.39, 0.83], [0.03, 0.47, -1.20], [-0.18, -1.15, -0.60], [-0.22, 0.62, -0.41], [0.00, 1.00, -0.07], [0.26, 0.76, 0.48], [-0.04, 0.75, -0.16], [-0.01, 0.04, 0.74], [-0.16, -1.41, 0.64], [0.11, 0.98, 0.29], [-0.18, 0.02, -1.10], [0.28, 0.39, 2.17], [0.17, -0.07, -1.27], [-0.27, -0.26, -0.85], [-0.02, 0.13, 0.52], [0.36, 0.10, 0.07], [-0.28, 0.04, -0.27], [0.93, -0.26, -1.17], [-0.42, 0.53, 0.45], [-0.27, -0.37, 0.81], [-0.57, -0.28, -1.03], [0.71, 0.38, -0.06], [-0.34, -0.09, 0.93], [-0.45, -0.22, -0.39], [0.54, 0.77, -0.12], [0.23, -0.06, 0.08]], "smiles": "CCSSCCCO.O.O.O.O.O.O", "spin_multiplicity": 1, "orbital_gap_ev": 9.07, "e_lumo_ev": 0.2, "max_force_ha_per_bohr": 0.0628}

5.
{"formula": "C5H24N2O6", "method": "wB97M-V/def2-TZVPD", "species": ["C", "C", "C", "C", "N", "C", "N", "H", "H", "H", "H", "H", "H", "H", "H", "H", "H", "H", "H", "O", "H", "H", "O", "H", "H", "O", "H", "H", "O", "H", "H", "O", "H", "H", "O", "H", "H"], "coordinates": [[0.21330, -0.18636, 3.30990], [-0.44531, -0.94314, 2.41008], [-1.94095, -1.16097, 2.36898], [-2.61407, -0.25989, 1.33545], [-1.85307, 0.19495, 0.14476], [-1.56939, 1.62516, 0.11319], [-0.49138, 2.20561, 0.89112], [1.20863, 0.11227, 3.39423], [-0.49915, 0.13001, 4.09620], [0.07607, -1.15464, 1.50285], [-2.38273, -1.01320, 3.39998], [-2.15875, -2.20365, 2.03303], [-2.99282, 0.69081, 1.75406], [-3.54262, -0.76595, 0.95761], [-1.00976, -0.34284, 0.00087], [-2.50213, 2.17616, 0.34834], [-1.46859, 1.85217, -0.96962], [0.41983, 1.77969, 0.71357], [-0.68656, 1.92005, 1.86320], [-0.16705, 0.55278, -3.34116], [0.29009, 1.23791, -2.83912], [0.57784, 0.05622, -3.69727], [-0.92918, -1.81935, -1.98271], [-0.92260, -1.28799, -2.79237], [-1.33036, -1.18531, -1.36283], [2.16162, 2.16385, -2.96374], [2.40289, 2.84698, -2.32073], [2.85067, 1.49357, -2.93866], [3.23953, 1.79676, -0.22932], [3.70115, 1.86050, 0.61066], [3.03424, 0.85841, -0.37796], [2.00766, -0.65724, -0.19576], [1.49890, -1.37175, -0.60767], [2.83515, -1.11542, 0.00055], [1.32565, -3.17877, -1.59731], [1.23754, -4.10888, -1.37118], [0.42569, -2.79854, -1.66119]], "atomic_forces_ev_per_a": [[-4.00, -1.19, 0.49], [0.77, 1.54, 0.30], [0.30, -0.66, 0.62], [-1.44, 0.85, -0.98], [-0.19, -0.50, 0.78], [-0.44, 0.66, -1.81], [-0.26, -0.73, 1.02], [1.43, 0.20, -0.37], [0.92, 0.12, 0.10], [0.46, -0.75, -0.43], [0.34, -0.17, -1.17], [0.30, 0.55, 0.56], [0.22, -0.53, 0.36], [0.74, 0.24, 0.41], [0.25, 0.31, 0.38], [0.39, -0.48, 0.24], [0.54, 0.09, 0.57], [-0.25, 0.04, -0.42], [0.24, 0.48, -0.40], [-0.04, -0.32, -0.09], [0.11, 0.27, 0.00], [-0.03, 0.05, -0.16], [-0.42, 0.23, 0.13], [0.19, 0.03, 0.04], [-0.25, -0.26, -0.22], [-0.26, 0.24, -0.13], [0.14, -0.48, -0.01], [0.13, 0.23, 0.25], [0.19, 0.11, -0.20], [-0.01, -0.09, -0.01], [-0.28, 0.38, 0.19], [0.20, -0.32, 0.10], [0.04, -0.06, -0.25], [-0.10, -0.08, 0.12], [0.23, 0.12, 0.20], [-0.09, 0.10, 0.01], [-0.07, -0.21, -0.24]], "smiles": "C=CCCNCN.O.O.O.O.O.O", "spin_multiplicity": 1, "relative_energy_ev": 1.936, "orbital_gap_ev": 9.16, "e_lumo_ev": 0.3, "max_force_ha_per_bohr": 0.0816}